Record 1
The following is a DFT calculation (ωB97M-V with the def2-TZVPD basis set) of a cluster of 3 separate species, C5H16O3 in total.

Summary:
- Multiplicity: 1
- Orbital gap: 10.92 eV

CARTESIAN COORDINATES (ANGSTROEM)
C 2.157696 -0.011596 -0.967559
C 1.807427 1.255921 -0.159831
C 0.410045 1.641514 -0.348260
C -0.513480 1.682148 0.913819
C -1.476539 0.588829 0.994083
O -2.347105 0.579028 -0.081664
H 1.495238 -0.064257 -1.962291
H 1.975986 -0.874641 -0.368675
H 3.094444 -0.050115 -1.415110
H 2.505533 1.993936 -0.305416
H 2.172358 0.966208 0.879851
H -0.107900 1.000191 -1.040925
H 0.388918 2.660893 -0.813600
H -1.077947 2.626219 0.838861
H 0.067174 1.611448 1.914902
H -2.054643 0.683041 1.966186
H -1.207349 -0.491267 1.116578
H -2.439543 1.447267 -0.351171
O 0.568461 -3.728525 -0.420752
H -0.206660 -3.269600 -0.133773
H 0.846655 -3.250070 -1.139000
O -1.763103 -2.526823 0.123635
H -2.114724 -2.698888 0.983849
H -2.180947 -1.770862 -0.223745

Forces on atoms 1 to 3 (eV/Å):
C -2.8684 0.7781 -2.3881
C 1.7577 -3.6478 1.5965
C -1.9137 2.0153 0.7739


Record 2
The following is a DFT calculation (ωB97M-V with the def2-TZVPD basis set) of a structure of composition C43H55O7SSiW.

Summary:
- Total charge: +1
- Multiplicity: 1
- Orbital gap: 7.64 eV

CARTESIAN COORDINATES (ANGSTROEM)
W -1.328810 -0.609457 -1.059198
C 1.170044 -0.147131 4.572059
C -0.247095 0.064320 4.093773
C -1.193572 0.506484 5.189638
O -0.698422 -1.140909 3.486211
C -1.474334 -0.784617 2.363572
C -0.703536 0.449452 1.839571
O -0.262741 1.041521 3.039759
C -1.461739 1.533413 1.011034
O -1.449637 1.069430 -0.392353
C -0.719118 2.860260 0.961881
C -1.424491 4.046888 0.795110
C -0.750057 5.249863 0.641363
C 0.635591 5.278662 0.654071
C 1.345047 4.095750 0.811158
C 0.671261 2.893724 0.956034
C -2.900984 1.684638 1.468296
C -3.988982 1.298041 0.699247
C -5.279581 1.419957 1.200287
C -5.492495 1.925697 2.471559
C -4.406959 2.327807 3.239065
C -3.120325 2.216125 2.739271
C -1.638701 -1.988710 1.416244
O -2.347320 -1.437596 0.309493
C -0.353268 -2.551253 0.814031
C 0.816213 -2.798049 1.521611
C 1.892953 -3.390726 0.880871
C 1.845925 -3.737014 -0.468207
C 0.703862 -3.478832 -1.188173
C -0.393759 -2.875026 -0.558600
C -2.466369 -3.092306 2.061162
C -1.939581 -3.863118 3.093914
C -2.703407 -4.861835 3.675253
C -3.997822 -5.099561 3.233213
C -4.523988 -4.331971 2.207319
C -3.761743 -3.330342 1.620119
H 1.198649 -0.951081 5.307372
H 1.546073 0.764107 5.035234
H 1.810279 -0.404079 3.728149
H -1.146420 -0.192554 6.023771
H -2.217008 0.543915 4.817437
H -0.911346 1.497896 5.543686
H -2.488110 -0.491429 2.658427
H 0.163872 0.117415 1.237338
H -2.506008 4.038850 0.780775
H -1.312257 6.165395 0.513892
H 1.161659 6.217648 0.542828
H 2.427735 4.112139 0.824749
H 1.234680 1.978047 1.054760
H -3.852168 0.908924 -0.299705
H -6.118899 1.119357 0.587164
H -6.497881 2.018138 2.859836
H -4.563045 2.742176 4.226552
H -2.278166 2.551598 3.329872
H 0.877984 -2.540112 2.567476
H 2.793135 -3.593576 1.448568
H 2.696304 -4.207966 -0.942156
H 0.628412 -3.753963 -2.229268
H -1.359792 -2.990027 -1.063940
H -0.936730 -3.683012 3.455085
H -2.285986 -5.455902 4.477441
H -4.592027 -5.880489 3.688494
H -5.532617 -4.509065 1.858061
H -4.179532 -2.732417 0.822482
C 3.701086 1.494451 -0.813846
C 3.318807 0.125241 -0.273707
C 3.444016 0.075913 1.241326
C 4.192845 -0.952907 -0.898005
O 1.914396 -0.128262 -0.562735
Si 1.100951 -0.194630 -1.981733
S -2.179784 -0.719678 -2.973294
O 1.734773 -1.398950 -2.868197
C 2.043591 -1.633425 -4.260444
C 0.756051 -1.617882 -5.069319
C 2.691876 -3.009565 -4.309939
C 3.027245 -0.579831 -4.751493
O 1.047483 1.177354 -2.798581
C 0.643813 2.419299 -3.415079
C 0.130788 2.113931 -4.813851
C -0.444482 3.074373 -2.585397
C 1.879494 3.304368 -3.464941
H 4.719143 1.745353 -0.512353
H 3.023729 2.259276 -0.434108
H 3.655040 1.507665 -1.904158
H 4.483325 0.219075 1.538949
H 3.110266 -0.895542 1.610250
H 2.846218 0.852708 1.718732
H 5.235874 -0.770397 -0.635247
H 4.104487 -0.954153 -1.982836
H 3.912426 -1.938548 -0.529351
H 0.064520 -2.376696 -4.697828
H 0.964800 -1.830882 -6.118471
H 0.271475 -0.643846 -5.008337
H 1.993916 -3.782183 -3.984389
H 3.572299 -3.036812 -3.666404
H 3.001154 -3.245122 -5.328619
H 2.603478 0.419204 -4.671165
H 3.282512 -0.766316 -5.795422
H 3.948425 -0.615544 -4.167699
H -0.733684 1.449495 -4.766875
H 0.902244 1.650940 -5.428919
H -0.179972 3.039394 -5.299797
H -1.341411 2.454266 -2.551971
H -0.711092 4.032621 -3.033651
H -0.098275 3.254600 -1.569114
H 2.686344 2.812922 -4.010575
H 2.222880 3.533245 -2.455741
H 1.644078 4.241961 -3.969701

Forces on atoms 1 to 3 (eV/Å):
W 0.0344 -0.0800 -0.0676
C -0.0034 0.0005 0.0039
C -0.0008 -0.0081 -0.0002


Record 3
The following is a DFT calculation (ωB97M-V with the def2-TZVPD basis set) of a cluster of 3 separate species, C7H16O2 in total.

Summary:
- Multiplicity: 1
- Orbital gap: 7.69 eV

CARTESIAN COORDINATES (ANGSTROEM)
C 0.682698 -1.059537 0.852449
C 1.414524 -0.411437 -0.147196
C 2.582512 0.453246 0.267880
H 0.196409 -1.998884 0.617012
H 1.022228 -0.998096 1.881770
H 1.573162 -1.003022 -1.043134
H 2.822801 1.206419 -0.483701
H 3.487365 -0.141550 0.423751
H 2.367102 0.986217 1.195987
C 0.806419 0.979855 -2.618801
C 0.115872 0.881677 -1.278891
O -1.067540 0.424459 -1.255348
H 0.589358 0.095305 -3.218080
H 1.885114 1.107827 -2.523963
H 0.410593 1.854158 -3.142680
H 0.350933 1.714665 -0.597260
C -2.634040 -1.247760 1.275935
C -1.792541 -0.017313 1.563913
O -2.123820 1.099567 0.889312
H -3.664674 -1.053460 1.572616
H -2.609024 -1.470312 0.209273
H -2.268636 -2.111436 1.834365
H -0.640965 -0.369109 1.204130
H -1.672592 0.184881 2.633904
H -1.833257 0.893643 -0.113244

Forces on atoms 1 to 3 (eV/Å):
C 1.6509 -0.2174 -0.9856
C 0.2034 -1.0858 1.3498
C -0.1464 0.2528 -0.0917


Record 4
The following is a DFT calculation (ωB97M-V with the def2-TZVPD basis set) of a structure of composition C23H17BN13O5SeTl.

Summary:
- Total charge: +1
- <S²>: 0.753
- Multiplicity: 2
- Orbital gap (spin up / spin down): 7.47 / 6.18 eV

CARTESIAN COORDINATES (ANGSTROEM)
Tl -0.289458 0.474427 0.866462
O 0.877679 5.103480 0.934699
C 0.658792 3.816562 1.170452
O -0.195411 3.165024 0.623829
C 1.612080 3.249584 2.188157
C 2.601374 4.022245 2.780858
C 3.441632 3.415298 3.701039
C 3.244107 2.078304 4.008208
C 2.217474 1.393811 3.368188
N 1.433805 1.964573 2.463970
C 1.905086 -0.061364 3.620706
O 2.288304 -0.590401 4.780945
O 1.340092 -0.739696 2.803623
H 0.243698 5.411010 0.266497
H 2.709571 5.064262 2.520400
H 4.237977 3.975661 4.170687
H 3.901766 1.578467 4.707665
H 2.647387 0.067408 5.390399
C 3.237778 1.035163 -1.893170
C 2.652034 1.093783 -0.634779
N 1.487025 0.449370 -0.634854
N 1.295938 -0.026794 -1.892236
C 2.340869 0.313426 -2.659943
B 0.065252 -0.941779 -2.161606
N -1.235351 -0.087938 -2.059302
C -2.275990 -0.094923 -2.905252
C -3.203243 0.838069 -2.477849
C -2.636758 1.398787 -1.338930
N -1.443885 0.849344 -1.103652
N 0.079058 -2.027975 -1.065795
C 0.760749 -3.186095 -1.067145
C 0.642022 -3.767905 0.179748
C -0.131791 -2.870847 0.907783
N -0.476095 -1.828154 0.149731
N 0.088916 -1.603880 -3.513216
C -0.592581 -2.719535 -3.894781
C -0.615828 -2.748038 -5.263851
C 0.072177 -1.580984 -5.648167
N 0.479416 -0.890403 -4.601010
H 4.178448 1.449736 -2.207849
H 3.016387 1.556448 0.268192
H 2.359375 0.026070 -3.696453
H -2.284385 -0.745102 -3.764764
H -4.142467 1.087304 -2.938082
H -3.016557 2.172017 -0.690854
H 1.261909 -3.523504 -1.958830
H 1.039775 -4.712634 0.504217
H -0.469694 -2.932109 1.928937
H -1.025434 -3.388517 -3.169457
H -1.054926 -3.500710 -5.894383
H 0.287079 -1.222855 -6.642273
O -3.114549 -0.611631 2.804403
N -2.999388 -1.587701 1.854477
C -3.733612 -1.347178 0.834289
C -3.605617 -2.244397 -0.281319
N -3.510549 -2.954983 -1.176553
C -4.608515 -0.208649 0.738147
N -5.291350 0.710359 0.669317
Se -1.881641 -0.891468 4.118490
C -3.080380 -1.034008 5.503426
N -3.789573 -1.087837 6.408414

Forces on atoms 1 to 3 (eV/Å):
Tl 0.1015 -0.0705 -0.0606
O -0.0379 -0.0305 0.0241
C 0.1018 0.0029 -0.0736


Record 5
The following is a DFT calculation (ωB97M-V with the def2-TZVPD basis set) of an isolated molecule of C18H13ClFN3O3S.

Summary:
- Multiplicity: 1
- Orbital gap: 9.22 eV

CARTESIAN COORDINATES (ANGSTROEM)
O 2.380353 4.832322 2.947974
C 2.448048 3.953683 2.129796
C 3.699501 3.110992 1.949120
S 3.455064 1.631773 3.015829
C 2.276057 0.774100 2.084904
N 1.295375 0.069302 2.546342
N 0.671432 -0.470869 1.482103
C 1.295013 -0.076323 0.422747
C 0.961562 -0.398389 -0.986444
N -0.252991 -1.161027 -1.066361
C -0.230703 -2.430421 -1.544852
O 0.773540 -2.918110 -2.026564
C -1.508360 -3.198405 -1.465095
C -1.410147 -4.587534 -1.545820
C -2.529797 -5.393847 -1.490905
C -3.786836 -4.824453 -1.365750
C -3.916713 -3.448777 -1.299577
C -2.784513 -2.656653 -1.347345
F -2.965183 -1.316499 -1.294017
O 2.343074 0.728129 0.727065
C 1.299388 3.516760 1.289048
C 1.391701 3.480431 -0.099384
C 0.324898 3.033848 -0.855963
C -0.824179 2.581662 -0.220130
Cl -2.124720 1.946585 -1.163665
C -0.932079 2.623413 1.162220
C 0.121230 3.112802 1.911480
H 3.869775 2.780974 0.927377
H 4.573517 3.614018 2.359211
H 0.884352 0.534489 -1.559080
H 1.754166 -1.016141 -1.430487
H -1.047468 -0.805487 -0.560227
H -0.422925 -5.009881 -1.655427
H -2.424431 -6.465977 -1.549364
H -4.667290 -5.446984 -1.324444
H -4.882808 -2.976704 -1.212944
H 2.288939 3.824562 -0.592332
H 0.382416 3.029184 -1.933439
H -1.828807 2.272389 1.646631
H 0.050552 3.151062 2.987769

Forces on atoms 1 to 3 (eV/Å):
O -0.0455 0.0819 0.1090
C 0.3360 -0.0972 -0.2457
C -0.1095 -0.1845 0.3493


Record 6
The following is a DFT calculation (ωB97M-V with the def2-TZVPD basis set) of a cluster of 2 separate species, C3H3NO in total.

Summary:
- Multiplicity: 1
- Orbital gap: 9.05 eV

CARTESIAN COORDINATES (ANGSTROEM)
C 0.614876 0.108665 -0.017474
C 1.942494 -0.161078 0.045812
C -1.569632 -0.050171 0.051918
N 1.431772 1.114030 -0.192171
O 3.005524 -0.737300 0.081410
H -1.777899 0.030806 -0.990158
H -1.874090 0.772626 0.769661
H -1.773048 -1.077576 0.250999

Forces on atoms 1 to 3 (eV/Å):
C -5.0272 0.8355 0.2259
C 4.0861 -1.3784 -0.3632
C 3.2523 1.1544 0.4375


Record 7
The following is a DFT calculation (ωB97M-V with the def2-TZVPD basis set) of a structure of composition C23H14ClIN3OReS.

Summary:
- Total charge: +1
- <S²>: 0.773
- Multiplicity: 2
- Orbital gap (spin up / spin down): 6.15 / 6.55 eV

CARTESIAN COORDINATES (ANGSTROEM)
Re -0.612445 -1.702628 -0.603427
Cl 3.039616 -3.618537 4.929707
C 2.549459 -3.111029 3.354911
C 3.483484 -2.747151 2.430079
C 3.107368 -2.333403 1.117429
I 4.556620 -1.798285 -0.242946
C 1.785409 -2.293554 0.792867
O 1.281144 -1.951608 -0.423261
C 0.823801 -2.647425 1.755721
N -0.469196 -2.530860 1.328487
C -1.453052 -2.847051 2.158600
C -1.201793 -3.299667 3.457569
C 0.095102 -3.407908 3.901083
C 1.156476 -3.069875 3.041828
H 4.532040 -2.779631 2.689611
H -2.459406 -2.733866 1.779099
H -2.034737 -3.550579 4.096836
H 0.309347 -3.748999 4.904868
S -4.681003 -3.630259 -1.759708
C -3.359836 -2.947407 -1.328386
N -2.335383 -2.417776 -0.976935
N -0.597795 -0.132015 -1.471083
C -0.471276 1.161476 -1.478780
C -0.666334 1.862236 -2.748000
C -1.434268 1.274751 -3.758901
C -1.608700 1.931234 -4.960925
C -1.001086 3.164823 -5.170918
C -0.225432 3.748947 -4.178914
C -0.062012 3.105062 -2.964795
C -0.126052 1.881270 -0.247315
C 0.836611 1.371670 0.626211
C 1.131996 2.048869 1.796717
C 0.452333 3.217927 2.112449
C -0.508793 3.727611 1.249020
C -0.785896 3.073394 0.060796
H -1.899463 0.313209 -3.588726
H -2.215123 1.487848 -5.738407
H -1.132621 3.673667 -6.116713
H 0.251916 4.702980 -4.354115
H 0.552481 3.553811 -2.196250
H 1.385847 0.480845 0.355584
H 1.900546 1.670589 2.457667
H 0.681327 3.743566 3.029910
H -1.038277 4.636936 1.497066
H -1.532960 3.466778 -0.615595

Forces on atoms 1 to 3 (eV/Å):
Re 0.1246 0.1369 -0.2134
Cl 0.0037 0.0112 -0.0452
C -0.1060 0.0051 0.0233


Record 8
The following is a DFT calculation (ωB97M-V with the def2-TZVPD basis set) of an isolated molecule of C14H21NO2.

Summary:
- Multiplicity: 1
- Orbital gap: 9.90 eV

CARTESIAN COORDINATES (ANGSTROEM)
C -4.610127 0.746054 0.659886
O -4.332206 -0.586565 0.298670
C -3.530919 -0.729283 -0.855825
C -2.472807 -1.803154 -0.599689
C -1.418600 -1.299827 0.389081
N -0.562903 -0.297925 -0.204288
C -0.556795 1.000113 0.167825
O -1.315276 1.457923 0.998325
C 0.507144 1.836623 -0.523014
C 1.835393 1.722974 0.251374
C 2.885294 2.664607 -0.339843
C 2.310677 0.291198 0.264790
C 2.738972 -0.338346 -0.899467
C 3.135520 -1.663790 -0.883293
C 3.106534 -2.384412 0.298537
C 2.683280 -1.768535 1.463475
C 2.289807 -0.441952 1.444535
H -5.211605 0.694437 1.565477
H -3.688770 1.301867 0.864837
H -5.179839 1.262594 -0.122482
H -4.165915 -1.018385 -1.706958
H -3.037627 0.218435 -1.101759
H -1.998203 -2.085782 -1.541433
H -2.967589 -2.677698 -0.178363
H -1.917838 -0.836064 1.242151
H -0.799613 -2.131220 0.741275
H 0.109680 -0.616320 -0.883974
H 0.180372 2.877153 -0.516761
H 0.643403 1.511505 -1.555613
H 1.640297 2.030352 1.284187
H 3.053636 2.454772 -1.393203
H 2.558801 3.697579 -0.245867
H 3.829221 2.550592 0.188459
H 2.765292 0.208532 -1.831335
H 3.466972 -2.136160 -1.796893
H 3.413578 -3.419656 0.310425
H 2.658181 -2.322797 2.390153
H 1.954573 0.030560 2.356583

Forces on atoms 1 to 3 (eV/Å):
C -0.0245 0.1644 0.0157
O 0.1694 -0.2822 0.0355
C 0.0773 -0.2476 -0.1721


Ordered ΔE to the lowest compared entry with this formula, charge and spin results: 145.6, 0.0, 425.8, 114.4, 0.0, 395.3, 0.0, 36.6; unit kJ/mol.
Ordered energy results: -11585.391, -80355.017, -11609.838, -124443.870, -55564.798, -6692.395, -64178.602, -20444.261; unit eV.